(1)
Computed, not measured: a 2-piece molecular cluster, C7H19N2O3P overall at a distorted geometry, with ωB97M-V/def2-TZVPD.

```
32
Properties=species:S:1:pos:R:3
O 0.374 -2.168 2.019
P -0.717 -3.089 1.265
O 0.133 -4.498 1.085
C -0.718 -2.369 -0.484
C -0.950 -0.850 -0.432
N 0.241 -0.018 -0.455
C 1.527 -0.659 -0.433
C 1.615 -1.749 -1.469
N 0.411 -2.689 -1.451
H 1.197 -2.628 2.240
H 0.298 -4.831 0.200
H -1.610 -2.828 -0.919
H -1.534 -0.659 0.476
H -1.594 -0.574 -1.275
H 0.225 0.674 0.327
H 1.861 -1.010 0.550
H 2.261 0.091 -0.738
H 2.495 -2.361 -1.278
H 1.697 -1.339 -2.471
H 0.763 -3.632 -1.310
H 0.007 -2.684 -2.386
C -1.109 3.379 -0.557
C -0.573 3.024 0.847
C -0.486 4.324 1.666
O 0.629 2.395 0.780
H -0.396 4.039 -1.059
H -1.215 2.470 -1.158
H -2.085 3.881 -0.524
H -1.389 2.420 1.333
H 0.235 4.997 1.196
H -0.143 4.101 2.678
H -1.451 4.842 1.737
```

The energy above the lowest of the compared OMol25 structures with the same formula, charge and spin is 35.8 kcal/mol. The value obtained for the orbital gap is 0.1483 Eh. Its charge is 0.


(2)
Computed, not measured: C7H19N3O3Rb as an isolated structure at a distorted geometry, with ωB97M-V/def2-TZVPD.

```
33
Properties=species:S:1:pos:R:3
Rb -1.745 3.595 2.992
C -4.408 -3.996 -3.004
O -3.790 -2.848 -2.395
C -2.968 -3.075 -1.302
C -2.493 -1.718 -0.661
N -1.926 -0.663 -1.520
C -0.924 -1.049 -2.490
C 0.455 -1.410 -1.869
O 0.957 -2.245 -2.886
C 2.281 -2.668 -2.689
H -4.909 -3.766 -3.944
H -5.129 -4.256 -2.228
H -3.750 -4.839 -3.215
H -2.080 -3.641 -1.585
H -3.469 -3.723 -0.582
H -1.904 -1.891 0.240
H -3.408 -1.184 -0.406
H -2.571 -0.417 -2.258
H -0.732 -0.168 -3.102
H -1.324 -1.855 -3.105
H 0.086 -1.943 -0.993
H 1.189 -0.659 -1.576
H 2.903 -1.779 -2.590
H 2.649 -3.268 -3.521
H 2.436 -3.170 -1.733
C 4.100 6.066 5.712
O 3.461 5.104 5.509
N 5.021 6.553 4.977
N 3.822 6.908 6.710
H 5.258 6.094 4.109
H 5.625 7.309 5.266
H 4.323 7.764 6.901
H 2.965 6.838 7.240
```

The energy above the lowest of the compared OMol25 structures with the same formula, charge and spin is 84.0 kcal/mol. The value obtained for the orbital gap is 0.2489 Eh. Its charge is +1.


(3)
Computed, not measured: a 2-piece molecular cluster, C7H19NO overall at a distorted geometry, with ωB97M-V/def2-TZVPD.

```
28
Properties=species:S:1:pos:R:3
C -0.313 0.258 1.849
N 0.730 -0.331 0.967
C 0.169 -0.620 -0.380
C 0.772 0.304 -1.469
C 2.210 -0.137 -1.691
C -0.055 0.170 -2.737
C -1.390 -0.754 2.359
C -2.655 -1.002 1.549
H -0.787 1.124 1.389
H 0.264 0.538 2.759
H 0.997 -1.175 1.453
H -0.905 -0.394 -0.362
H 0.293 -1.679 -0.608
H 0.685 1.369 -1.082
H 2.710 0.499 -2.401
H 2.329 -1.188 -2.004
H 2.763 -0.046 -0.687
H 0.142 0.658 -3.697
H -0.078 -0.904 -3.007
H -1.115 0.267 -2.474
H -1.601 -0.454 3.390
H -0.888 -1.759 2.511
H -3.019 -2.034 1.631
H -2.700 -0.710 0.478
H -3.481 -0.484 2.045
H 1.768 2.519 0.799
H 1.649 2.785 -0.726
O 1.505 3.180 0.147
```

The value obtained for the orbital gap (spin up / spin down) is 0.0858 / 0.3463 Eh. As for the spin multiplicity: 2. Its charge is -1. As for the expectation value of S²: 0.750.


(4)
Computed, not measured: C7H19NO10P2Sn as an isolated structure at a distorted geometry, with ωB97M-V/def2-TZVPD.

```
40
Properties=species:S:1:pos:R:3
Sn -23.638 20.429 12.053
P -25.612 23.288 12.636
O -26.973 23.562 11.970
O -25.710 21.868 13.333
O -25.283 24.380 13.721
O -24.435 23.216 11.565
P -25.815 19.574 9.795
O -25.469 18.410 8.828
O -24.647 20.675 9.926
O -25.875 19.033 11.267
O -27.060 20.337 9.385
C -21.216 24.060 14.642
C -21.453 23.796 13.170
C -20.117 23.543 12.459
O -22.437 22.835 13.008
H -22.123 24.359 15.176
H -20.467 24.844 14.843
H -20.932 23.146 15.185
H -21.757 24.731 12.668
H -20.237 23.340 11.390
H -19.654 22.678 12.949
H -19.503 24.448 12.445
H -23.352 23.286 12.861
C -20.244 20.176 8.687
C -21.689 20.672 8.894
C -22.299 20.899 7.493
O -21.410 21.715 6.630
C -21.364 23.058 6.989
N -22.511 19.584 9.466
H -19.599 21.035 8.444
H -20.248 19.577 7.767
H -19.834 19.584 9.503
H -21.757 21.614 9.436
H -23.244 21.449 7.548
H -22.448 19.979 6.928
H -20.528 23.496 6.421
H -21.158 23.219 8.050
H -22.252 23.621 6.676
H -22.566 18.699 8.944
H -23.525 19.883 9.166
```

The value obtained for the orbital gap is 0.0768 Eh. Its charge is -4.


no.,calculated total energy (Ha)
1,-954.56686
2,-691.90659
3,-408.01261
4,-1982.01463